9
Properties=species:S:1:pos:R:3:forces:R:3 method="wB97M-V/def2-TZVPD" e_above_lowest_kj_mol=224.6 lumo_energy_ev="-2.648 / -2.741" fmax_ev_per_a=3.89 multiplicity=1 homo_lumo_gap_ev="6.1 / 5.9" total_energy_ha=-1260.580118
C -1.526 0.374 0.159 -1.209 1.371 1.039
C -0.684 -0.569 -0.163 0.510 -2.181 -3.180
Si 1.159 -0.430 0.083 0.013 0.584 -0.357
I 2.013 -1.411 2.144 -0.132 0.428 -0.521
I 2.241 -1.335 -1.942 -0.220 0.459 0.767
I 1.576 3.173 0.129 -0.205 -1.910 0.032
H -2.593 0.313 -0.164 1.010 0.343 0.386
H -1.157 1.215 0.793 -0.739 -0.517 -0.548
H -1.029 -1.329 -1.040 0.972 1.422 2.381


9
Properties=species:S:1:pos:R:3:forces:R:3 method="wB97M-V/def2-TZVPD" e_above_lowest_kj_mol=374.9 lumo_energy_ev=0.259 fmax_ev_per_a=2.71 multiplicity=1 homo_lumo_gap_ev=9.2 total_energy_ha=-560.307735
C -1.008 -1.050 -0.602 0.079 0.309 -0.798
C 0.945 0.839 -0.801 0.220 0.236 2.688
N 1.039 0.290 1.483 2.164 -1.554 0.284
N 1.087 0.798 0.369 -1.293 -0.365 -2.157
O -1.391 -1.125 -1.725 0.152 -0.141 1.332
I -2.215 -0.522 1.126 -0.338 -0.126 -0.307
H 0.032 -1.118 -0.238 -0.375 -0.574 -0.127
H 1.034 1.160 -1.762 0.524 0.879 -1.942
H 0.478 0.727 2.149 -1.132 1.337 1.026


9
Properties=species:S:1:pos:R:3:forces:R:3 method="wB97M-V/def2-TZVPD" e_above_lowest_kj_mol=337.0 lumo_energy_ev="-0.866 / -3.179" fmax_ev_per_a=6.08 multiplicity=3 homo_lumo_gap_ev="5.3 / 5.6" total_energy_ha=-560.181347
C 0.136 -1.558 -0.032 -1.519 1.952 -0.505
C -0.393 -0.370 0.394 3.702 1.023 -2.488
N 0.126 2.163 0.177 -1.522 -3.020 0.794
N 0.095 1.005 -0.322 -1.671 -0.797 3.585
O -0.398 2.393 1.249 0.379 1.268 0.687
I 0.913 0.584 -2.167 2.566 -0.374 -5.503
H -0.417 -2.397 0.362 0.380 -0.393 0.386
H 0.805 -1.726 -0.932 -0.886 0.459 1.545
H -0.867 -0.093 1.271 -1.428 -0.117 1.499


9
Properties=species:S:1:pos:R:3:forces:R:3 method="wB97M-V/def2-TZVPD" e_above_lowest_kj_mol=141.4 total_charge=+1 lumo_energy_ev=-5.574 fmax_ev_per_a=3.75 multiplicity=1 homo_lumo_gap_ev=7.9 total_energy_ha=-903.444948
C 0.619 -1.449 0.269 0.074 -0.569 0.349
C 1.154 -2.398 0.806 0.080 0.096 -1.854
N 0.144 -0.211 -0.299 -2.543 -2.686 0.605
O 0.258 -4.725 1.121 -0.785 -1.371 0.314
S 1.512 -4.292 0.607 -0.188 2.312 -0.900
I 1.336 -4.076 -2.036 0.175 -0.193 1.247
H -0.383 -0.301 -1.223 1.216 -0.208 0.938
H 0.989 0.287 -0.359 1.047 2.099 -0.408
H -0.591 0.141 0.355 0.925 0.519 -0.291


8
Properties=species:S:1:pos:R:3:forces:R:3 method="wB97M-V/def2-TZVPD" e_above_lowest_kj_mol=502.8 lumo_energy_ev=0.746 fmax_ev_per_a=3.10 multiplicity=1 homo_lumo_gap_ev=8.6 total_energy_ha=-526.007428
C 0.751 -1.513 -0.484 -0.678 -0.625 2.297
C 0.773 0.381 -0.752 -0.900 -0.383 0.830
O 0.778 -0.700 -1.543 0.635 1.492 -2.639
O 0.610 -0.363 0.348 0.357 -0.748 0.413
I -2.426 1.962 1.263 -1.462 1.371 -1.965
H 0.141 -2.476 -0.367 0.640 2.019 -0.358
H -1.646 1.234 2.315 1.474 -1.376 1.950
H 1.020 1.476 -0.779 -0.065 -1.750 -0.529


7
Properties=species:S:1:pos:R:3:forces:R:3 method="wB97M-V/def2-TZVPD" e_above_lowest_kj_mol=275.9 lumo_energy_ev="-0.375 / -0.377" fmax_ev_per_a=4.52 multiplicity=1 homo_lumo_gap_ev="7.4 / 7.4" total_energy_ha=-773.742873
C 0.520 -1.364 -2.107 -0.798 1.935 4.003
C 0.047 -0.215 -0.180 1.146 -2.027 -3.710
S 0.098 -2.842 -1.868 0.064 -1.123 -0.920
I 1.152 -0.049 -3.494 0.288 0.095 -0.792
H -0.434 0.468 -0.821 -0.772 1.017 0.205
H 1.004 -0.067 0.209 1.267 0.796 0.534
H -0.383 -1.115 0.131 -1.196 -0.693 0.681


8
Properties=species:S:1:pos:R:3:forces:R:3 method="wB97M-V/def2-TZVPD" e_above_lowest_kj_mol=35.0 total_charge=+1 lumo_energy_ev="-5.725 / -5.728" fmax_ev_per_a=4.60 multiplicity=1 homo_lumo_gap_ev="5.7 / 5.7" total_energy_ha=-525.755517
P 0.633 -1.293 -0.714 -0.682 2.159 1.334
O -1.560 0.217 -0.381 3.866 1.023 1.181
C -2.845 -0.106 -0.302 -1.752 -0.525 0.752
H -3.512 0.733 -0.546 0.197 -0.319 -0.264
C -3.376 -1.258 0.137 0.483 0.537 0.035
H -4.459 -1.367 0.182 0.375 0.008 -0.061
H -2.741 -2.062 0.515 -0.210 0.098 -0.311
La 0.474 1.103 0.848 -2.279 -2.981 -2.666


9
Properties=species:S:1:pos:R:3:forces:R:3 method="wB97M-V/def2-TZVPD" e_above_lowest_kj_mol=43.2 total_charge=+2 lumo_energy_ev=-9.525 fmax_ev_per_a=5.69 multiplicity=1 homo_lumo_gap_ev=6.8 total_energy_ha=-428.103411
O -2.251 0.936 -0.512 0.472 -0.299 0.257
C -1.555 0.288 0.068 -0.911 0.329 -0.272
C -0.602 -0.596 0.814 -1.126 0.081 0.557
O 0.554 -0.765 0.113 -3.433 -1.773 -1.235
Pb 2.240 0.443 0.203 5.386 0.721 1.679
H -1.193 -1.516 0.990 0.068 0.232 0.068
H -0.507 -0.092 1.797 0.109 -0.147 -0.095
Li 0.747 -2.428 -0.791 0.206 -0.338 -0.074
H 2.898 1.943 -0.451 -0.772 1.193 -0.885